{
  "formula": "C36H62BBrF17N2O11P",
  "method": "ωB97M-V with the def2-TZVPD basis set",
  "smiles": "CCc1c(B(O)O)ccc2nc(P(O)Br)c(CCC(F)(F)C(F)(F)C(F)(F)C(F)(F)C(F)(F)C(F)(F)C(F)(F)C(F)(F)F)nc12.CCO.CCO.CCO.CCO.CCO.CCO.CCO.CCO",
  "species": ["C", "C", "C", "C", "B", "O", "O", "C", "C", "C", "N", "C", "P", "O", "Br", "C", "C", "C", "C", "F", "F", "C", "F", "F", "C", "F", "F", "C", "F", "F", "C", "F", "F", "C", "F", "F", "C", "F", "F", "C", "F", "F", "F", "N", "C", "H", "H", "H", "H", "H", "H", "H", "H", "H", "H", "H", "H", "H", "H", "C", "C", "O", "H", "H", "H", "H", "H", "H", "C", "C", "O", "H", "H", "H", "H", "H", "H", "C", "C", "O", "H", "H", "H", "H", "H", "H", "C", "C", "O", "H", "H", "H", "H", "H", "H", "C", "C", "O", "H", "H", "H", "H", "H", "H", "C", "C", "O", "H", "H", "H", "H", "H", "H", "C", "C", "O", "H", "H", "H", "H", "H", "H", "C", "C", "O", "H", "H", "H", "H", "H", "H"],
  "positions_angstrom": [[3.25, 1.71, 2.95], [4.60, 2.36, 2.46], [4.57, 2.81, 0.96], [4.64, 4.20, 0.63], [4.71, 5.40, 1.68], [3.83, 6.50, 1.68], [5.73, 5.42, 2.65], [4.62, 4.59, -0.83], [4.56, 3.52, -1.82], [4.49, 2.08, -1.48], [4.45, 1.20, -2.54], [4.34, -0.06, -2.08], [4.28, -1.36, -3.46], [2.86, -2.25, -3.27], [6.10, -2.76, -3.26], [4.28, -0.46, -0.65], [4.11, -1.96, -0.24], [2.61, -2.48, -0.34], [1.96, -2.92, 1.00], [2.89, -3.67, 1.71], [0.95, -3.83, 0.68], [1.45, -1.78, 1.96], [0.68, -2.43, 2.91], [2.57, -1.28, 2.57], [0.61, -0.65, 1.24], [1.42, 0.17, 0.47], [-0.20, -1.30, 0.33], [-0.17, 0.32, 2.21], [0.06, 1.63, 1.85], [0.40, 0.25, 3.47], [-1.71, 0.00, 2.41], [-1.99, 0.41, 3.71], [-1.94, -1.35, 2.46], [-2.72, 0.80, 1.53], [-4.00, 0.38, 1.85], [-2.69, 2.12, 1.93], [-2.58, 0.78, -0.02], [-3.42, 1.78, -0.48], [-1.35, 1.13, -0.51], [-3.05, -0.54, -0.78], [-3.33, -1.60, -0.01], [-4.20, -0.27, -1.49], [-2.10, -0.82, -1.74], [4.36, 0.42, 0.37], [4.47, 1.72, -0.07], [2.64, 2.39, 3.59], [3.52, 0.83, 3.58], [2.67, 1.35, 2.07], [5.00, 3.14, 3.14], [5.36, 1.53, 2.49], [2.93, 6.18, 1.49], [5.37, 5.83, 3.46], [4.65, 5.67, -1.11], [4.58, 3.82, -2.89], [2.67, -2.75, -4.08], [4.75, -2.64, -0.85], [4.51, -2.04, 0.81], [2.65, -3.40, -0.98], [1.97, -1.77, -0.92], [-5.57, -4.09, -0.65], [-6.91, -3.54, -0.21], [-6.75, -2.66, 0.90], [-5.10, -4.63, 0.17], [-5.69, -4.77, -1.50], [-4.90, -3.28, -0.94], [-7.58, -4.34, 0.09], [-7.39, -2.99, -1.03], [-6.17, -1.94, 0.62], [-4.14, -6.54, 3.00], [-5.02, -6.99, 1.85], [-5.53, -8.30, 2.10], [-3.31, -7.23, 3.13], [-3.75, -5.54, 2.81], [-4.71, -6.53, 3.93], [-4.45, -7.02, 0.92], [-5.87, -6.31, 1.71], [-6.04, -8.27, 2.91], [2.17, -6.55, -2.49], [1.22, -5.42, -2.81], [1.74, -4.60, -3.85], [3.15, -6.16, -2.19], [1.78, -7.17, -1.68], [2.33, -7.18, -3.37], [1.07, -4.78, -1.93], [0.24, -5.80, -3.12], [1.86, -5.16, -4.63], [-7.17, -4.06, 6.44], [-7.07, -5.29, 5.56], [-5.92, -6.06, 5.90], [-6.28, -3.44, 6.34], [-8.05, -3.47, 6.18], [-7.25, -4.35, 7.49], [-6.98, -5.00, 4.51], [-7.96, -5.92, 5.66], [-6.01, -6.32, 6.83], [-3.84, 1.93, -4.68], [-3.77, 0.71, -5.57], [-2.63, -0.07, -5.23], [-2.94, 2.55, -4.79], [-4.71, 2.54, -4.92], [-3.89, 1.64, -3.63], [-3.69, 1.00, -6.62], [-4.66, 0.09, -5.46], [-2.74, -0.32, -4.31], [4.09, 2.30, -7.14], [3.20, 1.18, -6.65], [3.71, 0.65, -5.42], [5.11, 1.95, -7.29], [3.71, 2.71, -8.09], [4.13, 3.11, -6.41], [3.18, 0.36, -7.37], [2.18, 1.53, -6.49], [3.72, 1.37, -4.78], [-0.27, 5.26, -1.12], [1.08, 4.67, -1.48], [1.28, 3.43, -0.81], [-0.35, 5.41, -0.04], [-0.43, 6.22, -1.62], [-1.07, 4.58, -1.41], [1.89, 5.35, -1.17], [1.17, 4.51, -2.56], [0.57, 2.84, -1.10], [2.28, 10.37, 3.33], [2.87, 9.71, 4.56], [3.09, 8.32, 4.33], [1.34, 9.89, 3.05], [2.10, 11.43, 3.50], [2.96, 10.26, 2.48], [2.18, 9.80, 5.41], [3.82, 10.18, 4.84], [3.71, 8.25, 3.59]]
}

=====

{
  "formula": "C36H62ClIO5",
  "method": "ωB97M-V with the def2-TZVPD basis set",
  "smiles": "CCCCCCCCCCCCCCCC1=CC(=O)C(Cl)=C([C@@H](I)CC)C1=O.C1CCOC1.C1CCOC1.C1CCOC1",
  "species": ["C", "C", "C", "C", "C", "C", "C", "C", "C", "C", "C", "C", "C", "C", "C", "C", "C", "C", "O", "C", "Cl", "C", "C", "I", "C", "C", "C", "O", "H", "H", "H", "H", "H", "H", "H", "H", "H", "H", "H", "H", "H", "H", "H", "H", "H", "H", "H", "H", "H", "H", "H", "H", "H", "H", "H", "H", "H", "H", "H", "H", "H", "H", "H", "H", "H", "H", "C", "C", "C", "O", "C", "H", "H", "H", "H", "H", "H", "H", "H", "C", "C", "C", "O", "C", "H", "H", "H", "H", "H", "H", "H", "H", "C", "C", "C", "O", "C", "H", "H", "H", "H", "H", "H", "H", "H"],
  "positions_angstrom": [[0.75, -3.74, 3.11], [0.60, -3.94, 1.61], [-0.85, -4.00, 1.18], [-1.00, -4.25, -0.32], [-2.36, -3.98, -0.97], [-3.20, -2.82, -0.43], [-2.55, -1.44, -0.54], [-2.99, -0.65, -1.79], [-3.61, 0.75, -1.55], [-2.97, 1.90, -2.35], [-2.91, 3.27, -1.68], [-1.86, 3.45, -0.58], [-2.36, 3.41, 0.87], [-1.99, 2.14, 1.63], [-0.91, 2.35, 2.67], [0.42, 2.73, 2.10], [1.17, 3.75, 2.57], [2.49, 4.09, 2.04], [3.20, 4.96, 2.54], [2.94, 3.31, 0.86], [4.40, 3.86, 0.20], [2.23, 2.27, 0.35], [2.58, 1.38, -0.78], [2.34, 2.45, -2.62], [3.92, 0.66, -0.71], [3.81, -0.72, -1.32], [0.94, 1.91, 0.99], [0.32, 0.92, 0.57], [1.69, -4.15, 3.47], [0.77, -2.69, 3.35], [-0.06, -4.20, 3.66], [1.05, -3.10, 1.10], [1.13, -4.83, 1.27], [-1.34, -4.79, 1.74], [-1.31, -3.07, 1.48], [-0.78, -5.30, -0.46], [-0.21, -3.72, -0.84], [-2.96, -4.88, -0.92], [-2.21, -3.79, -2.03], [-3.49, -3.03, 0.59], [-4.12, -2.79, -0.99], [-1.47, -1.54, -0.54], [-2.79, -0.87, 0.34], [-3.70, -1.26, -2.34], [-2.14, -0.51, -2.44], [-3.65, 0.98, -0.50], [-4.65, 0.70, -1.88], [-1.96, 1.63, -2.64], [-3.52, 2.01, -3.27], [-3.88, 3.55, -1.30], [-2.67, 3.98, -2.47], [-1.09, 2.69, -0.71], [-1.39, 4.41, -0.73], [-1.98, 4.27, 1.41], [-3.44, 3.51, 0.88], [-2.87, 1.76, 2.14], [-1.68, 1.39, 0.93], [-1.22, 3.15, 3.34], [-0.79, 1.46, 3.27], [0.84, 4.36, 3.39], [1.80, 0.65, -0.83], [4.21, 0.59, 0.34], [4.69, 1.24, -1.20], [3.32, -0.67, -2.29], [4.80, -1.13, -1.48], [3.29, -1.41, -0.67], [2.70, 6.82, -2.77], [3.76, 7.33, -3.74], [3.09, 7.06, -5.09], [1.69, 7.21, -4.87], [1.42, 7.26, -3.47], [2.79, 7.23, -1.77], [2.74, 5.73, -2.70], [3.93, 8.40, -3.60], [4.72, 6.82, -3.65], [3.30, 6.05, -5.44], [3.40, 7.76, -5.86], [1.14, 8.28, -3.19], [0.57, 6.60, -3.25], [-3.40, -3.05, 7.03], [-2.38, -3.91, 7.78], [-1.66, -4.61, 6.63], [-1.68, -3.69, 5.54], [-2.59, -2.62, 5.82], [-3.77, -2.21, 7.61], [-4.25, -3.66, 6.72], [-1.69, -3.28, 8.34], [-2.84, -4.62, 8.48], [-2.18, -5.52, 6.34], [-0.63, -4.85, 6.86], [-2.01, -1.71, 6.03], [-3.20, -2.44, 4.93], [2.85, -4.62, -4.47], [1.38, -4.22, -4.45], [1.07, -4.23, -2.96], [2.29, -3.86, -2.30], [3.37, -3.91, -3.23], [3.38, -4.33, -5.37], [2.95, -5.70, -4.35], [1.26, -3.21, -4.86], [0.73, -4.89, -5.02], [0.77, -5.22, -2.62], [0.29, -3.52, -2.68], [3.68, -2.88, -3.46], [4.22, -4.42, -2.76]]
}

=====

{
  "formula": "C36H64ClF6N11O21P",
  "method": "ωB97M-V with the def2-TZVPD basis set",
  "e_above_lowest_ev": 0.0000,
  "total_charge": 1,
  "species": ["C", "C", "O", "O", "C", "C", "C", "P", "O", "Cl", "C", "C", "F", "F", "C", "F", "F", "F", "N", "C", "C", "O", "N", "C", "O", "F", "C", "C", "C", "C", "C", "C", "C", "C", "C", "C", "C", "C", "C", "N", "C", "C", "C", "C", "H", "H", "H", "H", "H", "H", "H", "H", "H", "H", "H", "H", "H", "H", "H", "H", "H", "H", "H", "H", "H", "H", "H", "H", "H", "H", "H", "H", "H", "H", "H", "H", "H", "H", "H", "H", "H", "H", "H", "H", "C", "N", "O", "O", "H", "H", "H", "C", "N", "O", "O", "H", "H", "H", "C", "N", "O", "O", "H", "H", "H", "C", "N", "O", "O", "H", "H", "H", "C", "N", "O", "O", "H", "H", "H", "C", "N", "O", "O", "H", "H", "H", "C", "N", "O", "O", "H", "H", "H", "C", "N", "O", "O", "H", "H", "H"],
  "positions_angstrom": [[1.48, -2.88, 0.82], [2.82, -2.28, 0.50], [3.79, -2.97, 0.38], [2.95, -0.91, 0.39], [2.61, -0.32, -0.86], [2.40, -1.32, -1.98], [2.17, -0.64, -3.39], [3.62, 0.49, -3.84], [3.47, 0.68, -5.45], [3.15, 2.32, -3.04], [2.12, -1.85, -4.27], [3.27, -2.72, -4.76], [4.46, -2.28, -4.34], [3.08, -3.96, -4.23], [3.34, -2.90, -6.31], [2.15, -3.32, -6.79], [3.69, -1.78, -6.93], [4.25, -3.86, -6.56], [0.92, -2.17, -4.59], [-0.12, -1.29, -4.04], [-1.08, -2.05, -3.13], [-0.73, -2.90, -2.39], [-2.46, -1.62, -3.26], [-2.93, -0.88, -2.15], [-4.03, -0.61, -1.95], [-1.93, -0.49, -1.36], [0.68, -0.10, -3.43], [0.34, 1.08, -4.36], [-1.14, 1.53, -4.16], [-1.37, 3.06, -4.19], [-1.34, 3.75, -2.81], [0.09, 3.70, -2.27], [0.40, 4.84, -1.29], [-0.53, 4.96, -0.08], [-0.90, 3.67, 0.66], [-2.31, 3.84, 1.27], [-2.68, 2.75, 2.29], [-2.95, 1.39, 1.60], [-2.50, 0.15, 2.39], [-1.31, 0.34, 3.18], [-0.09, 0.87, 2.78], [0.79, 0.87, 3.87], [0.08, 0.32, 4.99], [-1.22, 0.01, 4.52], [1.67, -3.85, 1.25], [0.87, -3.01, -0.08], [0.91, -2.26, 1.51], [3.44, 0.34, -1.12], [1.74, 0.32, -0.73], [3.29, -1.96, -2.10], [1.53, -1.96, -1.83], [4.35, 0.46, -5.81], [0.63, -2.95, -5.17], [-0.73, -1.03, -4.91], [-3.02, -2.48, -3.24], [0.32, 0.11, -2.42], [0.46, 0.74, -5.40], [0.98, 1.94, -4.22], [-1.47, 1.16, -3.18], [-1.75, 1.03, -4.92], [-2.34, 3.22, -4.66], [-0.60, 3.48, -4.84], [-1.76, 4.75, -2.89], [-1.96, 3.12, -2.17], [0.79, 3.81, -3.10], [0.26, 2.73, -1.78], [0.30, 5.77, -1.86], [1.46, 4.77, -1.00], [-0.01, 5.59, 0.65], [-1.46, 5.49, -0.33], [-0.95, 2.80, 0.00], [-0.19, 3.43, 1.45], [-2.33, 4.82, 1.75], [-3.01, 3.79, 0.42], [-3.61, 3.08, 2.77], [-1.90, 2.71, 3.04], [-2.52, 1.41, 0.59], [-4.03, 1.32, 1.46], [-2.28, -0.64, 1.66], [-3.32, -0.24, 2.99], [0.09, 1.21, 1.77], [1.82, 1.21, 3.88], [0.46, 0.16, 5.98], [-2.05, -0.42, 5.06], [-6.41, 2.92, -3.76], [-5.02, 3.38, -4.01], [-4.79, 4.00, -5.03], [-4.19, 3.10, -3.16], [-7.03, 3.24, -4.59], [-6.39, 1.84, -3.68], [-6.74, 3.37, -2.83], [-2.62, -1.93, 8.94], [-2.47, -0.91, 7.87], [-3.25, -0.94, 6.93], [-1.58, -0.10, 7.98], [-3.45, -2.57, 8.70], [-1.69, -2.48, 8.99], [-2.79, -1.39, 9.87], [-6.07, -2.95, 6.08], [-5.87, -4.01, 7.11], [-5.01, -3.83, 7.95], [-6.58, -4.98, 7.04], [-5.36, -2.15, 6.28], [-5.90, -3.40, 5.11], [-7.09, -2.60, 6.17], [4.12, -6.43, 0.52], [2.71, -6.85, 0.78], [2.07, -6.17, 1.54], [2.31, -7.84, 0.21], [4.31, -5.54, 1.09], [4.77, -7.25, 0.82], [4.20, -6.24, -0.55], [8.53, -1.32, -4.72], [7.82, -0.09, -5.17], [6.60, -0.12, -5.23], [8.50, 0.87, -5.44], [7.80, -2.09, -4.52], [9.20, -1.62, -5.53], [9.10, -1.06, -3.83], [0.16, 2.45, 8.57], [0.25, 3.47, 7.49], [-0.56, 3.41, 6.59], [1.12, 4.31, 7.59], [-0.65, 1.77, 8.35], [1.11, 1.91, 8.59], [-0.01, 2.98, 9.50], [-1.56, 7.02, 8.21], [-2.43, 6.00, 8.85], [-3.61, 6.02, 8.60], [-1.88, 5.20, 9.59], [-2.17, 7.65, 7.59], [-1.09, 7.59, 9.01], [-0.81, 6.49, 7.62], [3.22, -6.75, -7.49], [2.34, -7.84, -8.00], [2.58, -8.28, -9.10], [1.44, -8.19, -7.27], [3.97, -6.53, -8.23], [2.59, -5.89, -7.31], [3.67, -7.11, -6.57]]
}

=====

{
  "formula": "C36H64F12NO9",
  "method": "ωB97M-V with the def2-TZVPD basis set",
  "total_charge": 1,
  "species": ["C", "C", "C", "C", "C", "C", "C", "C", "C", "C", "N", "C", "C", "C", "C", "C", "C", "C", "C", "C", "O", "C", "H", "H", "H", "H", "H", "H", "H", "H", "H", "H", "H", "H", "H", "H", "H", "H", "H", "H", "H", "H", "H", "H", "H", "H", "H", "H", "H", "H", "H", "H", "H", "H", "H", "H", "H", "H", "H", "H", "H", "H", "H", "H", "H", "H", "C", "C", "O", "C", "O", "C", "F", "F", "F", "H", "H", "H", "H", "H", "C", "C", "O", "C", "O", "C", "F", "F", "F", "H", "H", "H", "H", "H", "C", "C", "O", "C", "O", "C", "F", "F", "F", "H", "H", "H", "H", "H", "C", "C", "O", "C", "O", "C", "F", "F", "F", "H", "H", "H", "H", "H"],
  "positions_angstrom": [[12.67, -3.24, 0.19], [11.69, -2.36, 0.97], [11.45, -1.05, 0.23], [10.64, -0.01, 1.01], [9.19, -0.43, 1.27], [8.29, -0.37, 0.04], [8.42, 0.93, -0.77], [7.16, 1.28, -1.56], [5.98, 1.67, -0.64], [4.62, 1.20, -1.19], [3.70, 0.82, -0.07], [2.25, 0.71, -0.43], [1.44, 0.11, 0.75], [0.35, 1.05, 1.27], [-0.64, 0.25, 2.12], [-1.79, -0.31, 1.28], [-2.53, -1.42, 2.03], [-3.34, -2.40, 1.19], [-2.75, -2.80, -0.17], [-1.41, -3.52, -0.08], [-0.26, -2.71, -0.34], [-0.19, -2.22, -1.66], [13.66, -2.79, 0.19], [12.37, -3.34, -0.85], [12.77, -4.23, 0.63], [12.14, -2.16, 1.94], [10.75, -2.91, 1.12], [12.44, -0.61, 0.05], [11.02, -1.25, -0.75], [11.11, 0.11, 1.99], [10.69, 0.96, 0.52], [9.17, -1.43, 1.69], [8.79, 0.25, 2.04], [7.25, -0.46, 0.38], [8.46, -1.23, -0.61], [9.21, 0.77, -1.52], [8.73, 1.78, -0.16], [7.36, 2.13, -2.21], [6.85, 0.43, -2.17], [5.93, 2.76, -0.56], [6.11, 1.24, 0.35], [4.73, 0.34, -1.85], [4.12, 1.98, -1.76], [4.00, -0.07, 0.34], [3.79, 1.53, 0.66], [1.88, 1.70, -0.67], [2.17, 0.08, -1.31], [2.13, -0.19, 1.54], [0.96, -0.79, 0.38], [-0.15, 1.54, 0.43], [0.81, 1.83, 1.88], [-1.06, 0.90, 2.89], [-0.10, -0.56, 2.60], [-1.35, -0.68, 0.35], [-2.46, 0.51, 1.02], [-1.84, -1.94, 2.70], [-3.23, -0.92, 2.70], [-3.43, -3.32, 1.78], [-4.37, -2.06, 1.04], [-2.70, -1.92, -0.81], [-3.46, -3.47, -0.64], [-1.39, -4.36, -0.79], [-1.27, -3.93, 0.92], [0.76, -2.49, -2.11], [-1.00, -2.59, -2.29], [-0.27, -1.12, -1.66], [10.72, 3.20, -2.77], [11.37, 2.13, -3.62], [11.58, 2.59, -4.97], [12.66, 3.35, -5.16], [13.45, 3.67, -4.33], [12.77, 3.72, -6.65], [11.58, 4.12, -7.13], [13.17, 2.66, -7.35], [13.64, 4.70, -6.82], [9.80, 3.55, -3.23], [10.50, 2.81, -1.77], [11.38, 4.07, -2.66], [10.72, 1.26, -3.71], [12.32, 1.80, -3.19], [-7.77, 0.98, 6.74], [-7.10, -0.02, 5.83], [-6.67, 0.60, 4.60], [-5.53, 1.25, 4.64], [-4.80, 1.39, 5.58], [-5.20, 1.80, 3.24], [-6.26, 2.37, 2.67], [-4.79, 0.80, 2.45], [-4.22, 2.70, 3.30], [-8.59, 1.48, 6.22], [-8.16, 0.48, 7.63], [-7.07, 1.75, 7.06], [-7.81, -0.79, 5.54], [-6.26, -0.51, 6.31], [-11.97, 1.05, 1.07], [-12.48, 0.43, 2.36], [-11.77, -0.79, 2.68], [-10.60, -0.64, 3.27], [-10.07, 0.38, 3.58], [-10.00, -2.02, 3.58], [-10.09, -2.85, 2.54], [-10.64, -2.58, 4.61], [-8.71, -1.90, 3.90], [-12.01, 0.32, 0.27], [-12.57, 1.92, 0.81], [-10.93, 1.36, 1.18], [-13.52, 0.13, 2.25], [-12.42, 1.12, 3.20], [-12.64, -2.34, -5.27], [-12.80, -0.86, -5.53], [-13.66, -0.24, -4.55], [-13.11, 0.06, -3.40], [-11.97, -0.11, -3.07], [-14.15, 0.74, -2.49], [-15.31, 0.08, -2.50], [-14.38, 1.99, -2.90], [-13.71, 0.78, -1.23], [-13.62, -2.83, -5.23], [-12.05, -2.80, -6.07], [-12.14, -2.52, -4.32], [-13.28, -0.68, -6.49], [-11.84, -0.34, -5.55]]
}

=====

Number 1: electronic energy -6984.024798 hartree, molecular weight 1143.55 g mol⁻¹. Number 2: electronic energy -2542.913955 hartree, molecular weight 737.24 g mol⁻¹. Number 3: electronic energy -4992.270668 hartree, molecular weight 1167.38 g mol⁻¹. Number 4: electronic energy -3340.251065 hartree, molecular weight 882.88 g mol⁻¹.